Entry 1:
A structure of composition C41H37F5IrP2S, computed with ωB97M-V/def2-TZVPD.

Computed properties:
HOMO level (alpha / beta)   -11.3 / -13.7 eV
ΔE to the lowest compared entry with this formula, charge and spin   1.794 eV
Lowest unoccupied orbital energy (alpha / beta)   -5.65 / -9.52 eV

```
! RIJCOSX wB97M-V def2-TZVPD def2/J DEFGRID3
* xyz 2 6
Ir 0.12774 0.44568 0.89723
C -1.83957 1.10167 -3.17504
C -1.88689 -0.23412 -3.10916
C -1.28724 -1.17015 -4.11642
C 0.07420 -0.73518 -4.71737
C 0.99440 -0.00251 -3.76917
C 0.94347 1.30039 -3.48026
C 0.08397 2.30201 -4.21754
C -1.39784 1.88917 -4.36307
C 1.46158 0.32103 2.51219
H -2.19332 1.72136 -2.35462
H -2.59159 -0.73352 -2.43006
H -2.01373 -1.30891 -4.93804
H -1.16680 -2.16287 -3.65815
H 0.58841 -1.66084 -5.01338
H -0.09707 -0.17583 -5.64960
H 1.82815 -0.60955 -3.40304
H 1.65578 1.74278 -2.78384
H 0.50103 2.52197 -5.21753
H 0.10111 3.25239 -3.65586
H -1.97674 2.82329 -4.36977
H -1.60086 1.37871 -5.31730
H 1.19362 1.14074 3.20364
H 2.52156 0.40568 2.22156
H 1.28056 -0.65459 3.00969
P -1.33067 -0.90482 -0.14075
P 1.98589 -0.07355 -0.23329
C -0.09890 -1.66082 -1.24319
C 1.24798 -1.40893 -1.21957
C -2.32257 -2.34511 0.33502
C -2.71318 -3.37332 -0.54468
C -3.52756 -4.40838 -0.07375
C -3.91235 -4.44463 1.27136
C -3.47601 -3.45496 2.16123
C -2.71142 -2.39412 1.67831
C -2.63749 0.45476 -0.32526
C -2.17391 1.75214 -0.07765
C -2.97306 2.86979 -0.31540
C -4.29102 2.67982 -0.75038
C -4.81098 1.38721 -0.85702
C -4.00393 0.27071 -0.60562
C 3.41729 -1.00690 0.43570
C 3.15401 -2.25515 1.03317
C 4.21187 -3.06582 1.43769
C 5.52631 -2.62281 1.26096
C 5.79105 -1.36290 0.71417
C 4.73814 -0.53918 0.32013
C 2.65461 1.62223 -0.53736
C 2.13701 2.64247 0.27229
C 2.52871 3.96648 0.07932
C 3.33745 4.28594 -1.01235
C 3.86499 3.27906 -1.83461
C 3.60602 1.93558 -1.53203
H -0.45379 -2.51864 -1.81293
H 1.95345 -2.13230 -1.64864
H -2.38944 -3.36861 -1.58581
H -3.84651 -5.20269 -0.75496
H -4.53383 -5.26375 1.63421
H -3.72568 -3.52115 3.22140
H -2.40643 -1.58693 2.34817
H -1.12346 1.92918 0.29116
H -2.57414 3.87348 -0.16107
H -4.91280 3.54819 -0.97791
H -5.85771 1.24663 -1.13144
H -4.42340 -0.73497 -0.63005
H 2.12570 -2.60205 1.14081
H 4.00583 -4.04719 1.86930
H 6.35012 -3.26590 1.55394
H 6.81784 -1.02243 0.57843
H 4.93055 0.44381 -0.10471
H 1.38224 2.37716 1.03788
H 2.17048 4.73842 0.76044
H 3.54581 5.33332 -1.22561
H 4.46926 3.51822 -2.71468
H 4.07230 1.12600 -2.09818
F 0.04706 -0.24085 8.36933
C -0.30964 -0.02968 7.08419
C -0.42763 1.27504 6.59634
F -0.21071 2.32281 7.42145
C -0.79894 1.49861 5.27507
F -0.94615 2.76551 4.82763
C -1.04451 0.42689 4.37987
S -1.51324 0.69221 2.75244
C -0.87948 -0.87332 4.89811
F -1.06831 -1.95013 4.09244
C -0.52759 -1.10681 6.22221
F -0.41953 -2.37170 6.68964
*
```


Entry 2:
A structure of composition C33H45N7OS, computed with ωB97M-V/def2-TZVPD.

Computed properties:
HOMO level   -8.4 eV
Lowest unoccupied orbital energy   -0.91 eV

```
! RIJCOSX wB97M-V def2-TZVPD def2/J DEFGRID3
* xyz 0 1
C 4.47777 -0.02726 1.79251
C 3.37869 1.04335 2.21564
C 2.03812 0.27954 2.58822
N 0.97899 0.31833 1.54887
C 0.43376 1.62972 1.34466
C 0.84516 2.38355 0.14794
C 0.29540 3.75390 -0.07414
N 0.53773 4.66518 -1.09209
S -0.38270 6.02692 -0.77511
N -1.19327 5.64221 0.66105
C -0.70758 4.37390 0.88941
C -1.10576 3.52216 2.06151
C -0.56683 2.19364 2.33461
C -1.06472 1.47366 3.62686
C -1.52152 -0.01700 3.42919
O -1.14338 -0.83161 4.25927
C -2.44181 -0.54359 2.29781
C -3.30360 -1.70963 2.64424
C -4.20084 -2.34095 1.64097
C -4.27120 -1.83197 0.24446
C -3.40151 -0.61558 -0.08905
C -2.52260 -0.01652 0.92425
H 4.14563 -0.54190 0.83815
H 5.46572 0.46761 1.57662
H 4.62905 -0.82322 2.57488
H 3.27894 1.80018 1.39597
H 3.76218 1.50027 3.18005
H 1.62361 0.65790 3.56195
H 2.32393 -0.80468 2.74995
H 1.38933 -0.02324 0.67285
H 1.55819 1.91623 -0.56901
H -1.86895 3.94612 2.76542
H -0.17895 1.43591 4.33316
H -1.82720 2.11589 4.16138
H -3.26477 -2.11632 3.68474
H -4.79852 -3.21905 1.98741
H -4.94121 -2.36758 -0.46989
H -3.44206 -0.23635 -1.14701
H -1.91101 0.86133 0.61289
C -3.55301 6.90180 -3.70257
C -2.23735 6.91234 -4.47336
C -2.27210 7.82977 -5.69861
C -3.32615 7.37543 -6.64702
N -4.14047 7.02402 -7.38016
H -4.37323 6.51667 -4.31231
H -3.47261 6.25881 -2.82367
H -3.81785 7.90744 -3.36487
H -1.99948 5.89078 -4.78247
H -1.43685 7.24071 -3.80535
H -1.30656 7.81395 -6.20777
H -2.48098 8.85971 -5.40081
C 3.47896 -4.65347 3.35832
C 3.78781 -5.25000 1.98967
C 3.98142 -4.18584 0.90747
C 2.73880 -3.37933 0.76050
N 1.77839 -2.75410 0.64813
H 2.54081 -4.09347 3.35095
H 3.37795 -5.44496 4.10349
H 4.27875 -3.98183 3.68188
H 2.97496 -5.92441 1.70467
H 4.69624 -5.85332 2.06111
H 4.21344 -4.65949 -0.04875
H 4.80895 -3.52320 1.16663
C 7.34925 -7.24505 -0.71773
C 8.11610 -6.06777 -1.31105
C 8.85153 -5.24130 -0.25229
C 7.87724 -4.67755 0.72152
N 7.12395 -4.24156 1.47431
H 6.56480 -6.91118 -0.03454
H 6.86608 -7.82083 -1.50926
H 8.01920 -7.91420 -0.17145
H 7.41768 -5.42916 -1.85909
H 8.84246 -6.44483 -2.03519
H 9.39459 -4.42100 -0.72547
H 9.57373 -5.86034 0.28453
C -9.10232 1.05680 -2.46722
C -8.05239 0.99973 -1.36263
C -6.79811 0.22378 -1.77266
C -7.16056 -1.18421 -2.10571
N -7.43845 -2.27255 -2.35752
H -9.46689 0.06070 -2.72744
H -9.96414 1.64260 -2.14175
H -8.69690 1.52158 -3.36996
H -8.49648 0.54187 -0.47444
H -7.76677 2.01897 -1.09033
H -6.06278 0.20784 -0.96521
H -6.33290 0.68861 -2.64513
*
```


Entry 3:
A cluster of 4 separate species, C3H13O3S in total, computed with ωB97M-V/def2-TZVPD.

Computed properties:
HOMO level   -3.0 eV
ΔE to the lowest compared entry with this formula, charge and spin   1.415 eV
Lowest unoccupied orbital energy   3.03 eV

```
! RIJCOSX wB97M-V def2-TZVPD def2/J DEFGRID3
* xyz -1 1
C 0.55962 0.03311 -0.76782
C -0.25106 -0.96450 0.14216
C -1.54041 -0.34081 0.61410
S -1.44457 1.07165 1.78698
H 0.24958 0.08457 -1.80128
H 1.55470 -0.38680 -0.89739
H 0.49190 1.05476 -0.38510
H -0.19552 -1.92160 -0.34094
H 0.29465 -0.91694 1.08040
H -2.06818 -1.17247 1.07945
H -2.18705 0.09880 -0.17882
H 3.30229 -2.46101 -2.31664
H 4.04877 -1.13701 -2.16142
O 4.02410 -1.94339 -2.67291
H 0.14950 2.44872 3.65435
H 0.55016 1.66617 2.41805
O 0.93650 2.19453 3.17387
H -1.55766 -0.19969 -2.66721
H -1.56711 -1.71823 -3.09118
O -1.58492 -0.80629 -3.39259
*
```


Entry 4:
A cluster of 11 separate species, C32H94N8O11 in total, computed with ωB97M-V/def2-TZVPD.

Computed properties:
HOMO level   -9.2 eV
ΔE to the lowest compared entry with this formula, charge and spin   2.747 eV
Structure (SMILES)   COC[C@H](C)N.COC[C@H](C)N.COC[C@H](C)N.COC[C@H](C)N.COC[C@H](C)N.COC[C@H](C)N.COC[C@H](C)N.COC[C@H](C)N.O.O.O
Lowest unoccupied orbital energy   0.20 eV

```
! RIJCOSX wB97M-V def2-TZVPD def2/J DEFGRID3
* xyz 0 1
C 1.69315 -1.14691 5.72794
C 1.87746 -2.00598 6.99352
C 3.00981 -1.54352 7.92629
O 3.66343 -2.66837 8.46122
C 4.62827 -2.28862 9.49295
N 0.57721 -2.07456 7.66366
H 1.11015 -1.56935 4.90955
H 2.64609 -1.03618 5.21050
H 1.20596 -0.17447 5.79931
H 2.18386 -2.98289 6.61951
H 2.71062 -0.89319 8.74828
H 3.81840 -1.12521 7.32686
H 4.21128 -1.89226 10.41876
H 5.45174 -1.65669 9.16027
H 5.08052 -3.21190 9.85506
H 0.75668 -2.48312 8.56974
H -0.03234 -2.67588 7.12798
C 5.40821 5.78626 2.75737
C 5.34561 7.28327 3.07265
C 6.11389 7.66308 4.36672
O 5.82264 9.02775 4.63277
C 6.35012 9.46629 5.92484
N 5.98882 7.87118 1.92461
H 5.13551 5.07826 3.53999
H 6.31593 5.37086 2.31967
H 4.64596 5.61466 1.99734
H 4.28371 7.52007 3.13896
H 7.19238 7.53526 4.27390
H 5.95410 6.97263 5.19487
H 7.43289 9.38223 5.83192
H 5.98969 8.92047 6.79679
H 6.01259 10.48523 6.11441
H 6.91906 7.48104 1.97519
H 6.01718 8.84204 2.20158
C 0.68590 1.37808 -1.11853
C 0.37014 -0.09229 -1.26130
C -1.07087 -0.35446 -0.81902
O -1.33421 -1.72354 -1.00501
C -2.50139 -2.13110 -0.34281
N 0.56337 -0.48324 -2.62291
H 1.71808 1.65164 -1.33735
H 0.42763 1.78733 -0.14185
H 0.06092 1.86739 -1.86558
H 1.01526 -0.69221 -0.61941
H -1.76384 0.30890 -1.33656
H -1.23226 -0.10394 0.22944
H -2.33197 -2.12556 0.73393
H -2.64810 -3.17302 -0.62738
H -3.40066 -1.54261 -0.52470
H 0.00383 0.14297 -3.18407
H 0.03933 -1.34503 -2.67577
C -9.53530 -2.42283 -5.40103
C -8.64746 -3.64580 -5.02815
C -7.75357 -3.32395 -3.79315
O -6.83673 -2.26852 -4.08467
C -6.00109 -2.39505 -5.22287
N -9.44181 -4.79043 -4.67336
H -8.90394 -1.65293 -5.84458
H -9.90143 -1.90566 -4.51414
H -10.36745 -2.68427 -6.05470
H -8.06360 -3.87051 -5.92073
H -7.32956 -4.21559 -3.33133
H -8.31797 -2.79616 -3.02438
H -5.73900 -3.44718 -5.33442
H -5.20016 -1.70606 -4.95472
H -6.53410 -1.89133 -6.02926
H -10.04388 -4.51196 -3.91173
H -8.86818 -5.51572 -4.26717
C -0.20126 -7.57300 4.18513
C -0.52579 -7.52206 5.69302
C -1.93986 -6.99808 5.92173
O -2.04344 -5.56946 5.63706
C -3.37534 -5.12786 5.39501
N -0.46738 -8.92562 6.22638
H 0.87479 -7.74677 4.18709
H -0.49835 -6.58558 3.83179
H -0.72677 -8.36334 3.64913
H 0.13509 -6.85240 6.24337
H -2.08977 -7.22812 6.97658
H -2.73316 -7.51249 5.37938
H -3.99860 -5.27530 6.27700
H -3.76121 -5.46548 4.43312
H -3.30660 -4.05320 5.22631
H -1.06208 -9.41533 5.57322
H 0.45087 -9.33002 6.11077
C 1.40311 1.38093 -8.86501
C 0.19663 0.42740 -8.84417
C -1.00505 1.19403 -8.48322
O -0.93947 1.66127 -7.12161
C -2.12599 2.44705 -6.79252
N 0.07391 -0.12838 -10.20305
H 1.55462 1.85887 -7.89717
H 1.34459 2.14043 -9.64464
H 2.29091 0.83598 -9.18587
H 0.29090 -0.37639 -8.11402
H -1.91326 0.59991 -8.58458
H -1.12052 2.07750 -9.11112
H -2.17875 2.73354 -5.74217
H -3.05003 1.89435 -6.96211
H -2.27576 3.33321 -7.40927
H -0.77746 -0.66901 -10.14838
H 0.82476 -0.80382 -10.19305
C 1.40507 -7.51208 -4.24066
C 1.03054 -6.75365 -2.95772
C 2.28492 -6.15943 -2.26822
O 3.11826 -7.18646 -1.92608
C 4.19960 -6.82654 -1.12129
N 0.00839 -5.83725 -3.32712
H 0.47630 -7.87671 -4.67944
H 2.06637 -8.33679 -3.97493
H 2.00265 -6.90541 -4.92106
H 0.65856 -7.54055 -2.30159
H 1.97702 -5.58420 -1.39507
H 2.82628 -5.39410 -2.82438
H 5.03346 -6.28884 -1.57259
H 4.53335 -7.78372 -0.72066
H 3.96168 -6.23218 -0.23910
H -0.84359 -6.35662 -3.48356
H -0.20689 -5.18627 -2.58552
C -0.27654 8.02838 0.07009
C -0.66546 8.40630 1.49080
C -0.23378 9.87941 1.83730
O -0.43933 10.18686 3.22138
C 0.73081 9.94980 4.05680
N -2.11556 8.29573 1.67601
H 0.78577 7.83833 -0.08313
H -0.58675 8.70616 -0.72519
H -0.73967 7.07138 -0.17024
H -0.19957 7.72896 2.20651
H -0.75706 10.61718 1.22905
H 0.81403 9.98402 1.55577
H 0.78837 8.89577 4.32847
H 0.53829 10.49276 4.98213
H 1.60342 10.32722 3.52369
H -2.41569 9.03587 1.05779
H -2.23081 8.71504 2.58761
O 4.11160 4.90499 -5.18982
H 4.15508 3.96713 -5.00339
H 4.61356 5.31339 -4.48450
O 4.59358 1.01802 -4.16981
H 3.87790 0.47223 -3.84403
H 5.33095 0.41517 -4.26509
O -6.47019 1.24376 -1.38483
H -6.49839 0.31482 -1.61396
H -6.80729 1.69252 -2.16021
*
```


Record order is preserved below.
Calculated total energy: -3268.1572 -2141.0235 -746.0222 -2540.9989 a.u.